[1]
{"formula": "CH6Cl2Si2", "method": "wB97M-V/def2-TZVPD", "de_lowest_kcal_mol": 50.5, "spin_multiplicity": 1, "e_lumo_ev": -1.45, "gap_ev": 7.472, "elements": ["C", "Si", "Si", "Cl", "Cl", "H", "H", "H", "H", "H", "H"], "xyz": [[-2.8787, -0.3265, -1.2133], [2.3974, -0.3077, 0.8565], [1.1733, 1.6231, 0.9054], [1.7015, 2.2885, 2.8294], [4.1111, 0.7877, 0.3374], [-2.3903, -0.9237, -2.1350], [-2.1464, 0.2696, -0.8332], [-3.6387, 0.1887, -1.7043], [2.0592, -1.1751, -0.1774], [-3.3254, -1.0448, -0.5808], [2.9371, -1.3798, 1.7153]], "forces_ev_per_a": [[0.5358, -3.4139, -4.0096], [1.4510, -0.6885, 1.1914], [-0.3698, 1.0564, 0.4118], [-0.1051, -0.1355, -0.2373], [-0.1681, 0.1981, -0.2090], [-0.8561, 1.0827, 2.1467], [1.7666, 1.6379, 1.3878], [-1.3013, 1.3327, -0.5169], [-0.6553, -0.7886, -1.9646], [-0.1343, -0.6333, 0.9960], [-0.1633, 0.3520, 0.8037]], "lowdin_charge": [-0.0299, -0.0634, 0.1555, 0.0280, 0.1296, 0.0809, -0.0411, -0.0130, -0.1492, 0.0008, -0.0981]}


[2]
{"formula": "H28O14", "method": "wB97M-V/def2-TZVPD", "de_lowest_kcal_mol": 37.8, "spin_multiplicity": 1, "e_lumo_ev": -0.84, "gap_ev": 8.436, "elements": ["O", "H", "H", "O", "H", "H", "O", "H", "H", "O", "H", "H", "O", "H", "H", "O", "H", "H", "O", "H", "H", "O", "H", "H", "O", "H", "H", "O", "H", "H", "O", "H", "H", "O", "H", "H", "O", "H", "H", "O", "H", "H"], "xyz": [[-1.3950, 1.6505, 2.5132], [-0.4474, 1.6979, 2.5903], [-1.7470, 1.8129, 3.3610], [0.8866, -1.2581, -2.3196], [0.8050, -0.7338, -3.1239], [1.8869, -1.3510, -2.2556], [-2.1431, -1.2592, 1.7038], [-1.9245, -0.3617, 1.4922], [-2.7760, -1.5355, 1.0404], [-2.2515, -0.3267, -3.3297], [-1.7602, 0.4922, -3.2492], [-1.8426, -0.9395, -2.6890], [1.8696, -1.1976, 1.1795], [1.6167, -1.9560, 1.7051], [2.7303, -0.9767, 1.5387], [-0.1974, 0.0291, -0.1922], [0.3749, -0.1869, 0.5315], [0.2541, -0.3720, -0.9138], [-0.8029, 1.8700, -3.2728], [-1.0140, 2.6708, -3.7252], [-0.6521, 2.0688, -2.3898], [1.5950, 1.8340, 1.8113], [2.0220, 1.4087, 1.0663], [2.1040, 2.5447, 2.1741], [0.7637, 0.1114, 4.1086], [1.4305, 0.4722, 4.6956], [1.0273, 0.3462, 3.2235], [-0.5994, -3.2661, 0.5734], [-0.9418, -2.5521, 1.0614], [0.3054, -3.2698, 0.7871], [-1.8196, 2.9027, 0.0034], [-1.3691, 2.0919, 0.2343], [-2.4767, 2.5274, -0.5820], [3.3177, -1.9539, -1.4034], [4.1110, -1.4228, -1.5618], [2.8832, -1.5730, -0.6179], [0.8254, 2.6761, -1.0716], [0.8213, 3.2948, -0.3344], [0.7335, 1.8750, -0.5450], [-2.0905, -2.3057, -1.4609], [-1.3717, -2.5923, -0.9248], [-2.7417, -2.9871, -1.4320]], "forces_ev_per_a": [[0.0939, -0.4412, -1.7235], [0.4935, 0.1001, 0.1843], [-0.5554, 0.1619, 1.5247], [1.7810, 0.2318, -0.2273], [-0.5726, 0.0810, -0.1315], [-1.4826, -0.3185, 0.0412], [-0.0529, -1.0523, 0.5779], [0.2051, 1.0103, -0.1561], [-0.1980, 0.0660, -0.3557], [-0.0467, -0.8348, 0.2029], [0.0964, 0.3443, -0.2166], [-0.5813, 0.1178, -0.3140], [0.4504, 0.0814, -0.1695], [-0.3270, -0.2926, 0.2846], [0.3101, 0.1939, 0.2346], [-0.9540, 1.5771, 1.0615], [0.2208, -0.2760, 0.8601], [0.4871, -0.9723, -1.9145], [-0.0672, -1.2420, -2.3878], [-0.1841, 0.8083, -0.3023], [0.7098, 1.0646, 2.7660], [-1.0656, -0.8555, 0.2265], [0.4059, 0.3780, -0.0885], [0.7404, 0.5258, -0.0849], [-0.2869, -0.4013, 0.5691], [0.1250, 0.0690, 0.0126], [0.3012, 0.2850, -0.4820], [-0.3278, -1.7587, -1.2372], [-1.3348, 1.9791, 1.3693], [1.7563, -0.3951, 0.0622], [-0.2434, 0.0669, -0.3297], [0.4306, -0.2885, 0.5644], [-0.5544, 0.2838, -0.3858], [0.2378, 0.3926, 0.2949], [-0.1687, -0.1518, 0.0828], [0.1996, -0.2785, -0.1806], [0.7055, 0.0281, 0.5467], [-0.2384, 0.6695, -0.3037], [-0.4117, -0.7576, -0.4516], [-0.6116, 1.1594, -0.6833], [1.1131, -0.6287, 0.7550], [-0.5986, -0.7303, -0.0953]], "lowdin_charge": [-0.0104, -0.0094, 0.0361, -0.0609, 0.0621, 0.0364, -0.0334, -0.0008, 0.0485, -0.0960, -0.0558, -0.0210, -0.0197, 0.0698, 0.0741, -0.0269, -0.0146, -0.0227, -0.0008, 0.0613, -0.0264, -0.0174, 0.0426, 0.0665, -0.0430, 0.0406, -0.0329, -0.0003, -0.0264, 0.0118, -0.0512, -0.0241, 0.0416, -0.0461, 0.0687, 0.0170, -0.0569, 0.0433, -0.0209, -0.0273, -0.0225, 0.0472]}


[3]
{"formula": "C32H53N3O13PS", "method": "wB97M-V/def2-TZVPD", "spin_multiplicity": 1, "e_lumo_ev": -3.95, "total_charge": 1, "gap_ev": 6.855, "elements": ["C", "C", "P", "C", "C", "C", "C", "C", "C", "S", "C", "C", "C", "C", "C", "C", "O", "C", "C", "O", "N", "N", "C", "C", "C", "O", "C", "C", "C", "O", "C", "N", "H", "H", "H", "H", "H", "H", "H", "H", "H", "H", "H", "H", "H", "H", "H", "H", "H", "H", "H", "H", "H", "H", "H", "H", "H", "H", "H", "H", "H", "H", "H", "H", "H", "H", "H", "H", "H", "H", "H", "H", "H", "C", "C", "O", "C", "O", "O", "H", "H", "H", "H", "C", "C", "O", "C", "O", "O", "H", "H", "H", "H", "C", "C", "O", "C", "O", "O", "H", "H", "H", "H"], "xyz": [[-1.0479, -5.7185, 3.7747], [-1.3384, -4.2961, 3.1445], [0.2424, -3.4984, 2.4246], [1.4403, -4.9192, 2.2522], [-0.3167, -2.7726, 0.8169], [-0.7363, -1.3554, 0.8878], [-0.6733, -0.5324, 2.1734], [-2.0492, -0.4958, 2.9462], [-2.7446, 0.9037, 2.9716], [-1.6433, 2.2444, 3.5947], [-1.1700, -0.8475, -0.4187], [-1.5787, 0.6624, -0.4541], [-0.4861, 1.5220, -1.1930], [0.9834, 1.2614, -0.6732], [1.8615, 0.7041, -1.8529], [3.3749, 1.0569, -1.5436], [4.2667, 0.0563, -2.0779], [5.0559, -0.5399, -1.1104], [5.9114, 0.2412, -0.0790], [5.1080, -1.7363, -1.1016], [-1.2694, -1.4447, -1.5781], [-0.8858, -2.7197, -1.6238], [-1.0390, -3.2963, -2.9583], [-2.4852, -4.0710, -3.0169], [-3.3038, -3.8093, -4.3482], [-2.5915, -5.1136, -4.0033], [-0.4259, -3.3270, -0.5187], [0.0509, -4.8031, -0.6935], [-0.8872, -5.8446, -0.0279], [-2.2467, -5.7099, -0.4904], [-0.4584, -7.3384, -0.3671], [-0.2692, -7.5993, -1.8048], [-1.9703, -6.1524, 4.2284], [-0.2512, -5.6174, 4.5467], [-0.6932, -6.4625, 3.0314], [-1.7511, -3.6806, 3.9676], [-2.0357, -4.4614, 2.2957], [1.0407, -5.8438, 1.7918], [2.3724, -4.5702, 1.7452], [1.7556, -5.1774, 3.2929], [-0.3475, 0.5008, 1.9001], [0.1068, -0.9200, 2.8665], [-2.7630, -1.2203, 2.4928], [-1.8659, -0.7910, 4.0062], [-3.5774, 0.8220, 3.7136], [-3.2380, 1.1843, 2.0147], [-2.0731, 3.4077, 2.9949], [-2.4963, 0.7232, -1.0869], [-1.8542, 1.0553, 0.5408], [-0.5023, 1.3298, -2.2856], [-0.7427, 2.5990, -1.0519], [1.4122, 2.2645, -0.4236], [1.0035, 0.5986, 0.2175], [1.7321, -0.3959, -1.9569], [1.6086, 1.2171, -2.8034], [3.5880, 2.0169, -2.0616], [3.4531, 1.1704, -0.4407], [6.9374, 0.4317, -0.4650], [5.9986, -0.3641, 0.8484], [5.4485, 1.2178, 0.1834], [-0.2705, -4.0150, -3.2793], [-1.2130, -2.5260, -3.7353], [-3.0717, -4.1571, -2.0558], [-2.7513, -3.4856, -5.2459], [-4.4002, -3.8663, -4.2667], [1.0943, -4.8097, -0.2901], [0.1732, -5.1148, -1.7482], [-0.9382, -5.8032, 1.0779], [-2.4684, -6.4537, -1.0736], [0.4358, -7.5756, 0.2511], [-1.2926, -8.0038, -0.0273], [-0.7037, -6.9012, -2.4033], [0.7258, -7.6883, -2.0011], [-3.4642, 7.5596, 4.5701], [-2.0016, 7.7255, 4.2754], [-1.6583, 6.4659, 3.6878], [-2.7934, 5.9351, 3.1808], [-2.8256, 4.9646, 2.4756], [-3.8828, 6.6300, 3.5657], [-4.0146, 8.4924, 4.4917], [-3.6460, 7.1204, 5.5542], [-1.8070, 8.5176, 3.5530], [-1.4117, 7.9126, 5.1707], [-4.4175, 9.6213, 0.2354], [-3.3435, 10.6472, -0.0073], [-3.1388, 11.2007, 1.2920], [-3.5426, 10.2757, 2.1960], [-3.3526, 10.3540, 3.3708], [-4.1905, 9.2464, 1.5939], [-4.3326, 8.7602, -0.4250], [-5.4233, 10.0376, 0.1475], [-2.4077, 10.2013, -0.3528], [-3.6501, 11.4162, -0.7139], [6.1855, -0.0481, -4.9279], [7.0559, -1.1166, -4.3232], [8.1345, -1.2052, -5.2505], [8.2039, -0.0170, -5.9124], [9.0918, 0.2991, -6.6334], [7.1203, 0.7607, -5.6370], [5.6585, 0.5365, -4.1764], [5.4589, -0.4520, -5.6376], [7.4521, -0.8309, -3.3450], [6.5431, -2.0724, -4.2301]], "forces_ev_per_a": [[0.1851, 0.3333, -0.0091], [0.2636, -1.4228, -0.3740], [0.2630, -0.2844, 1.0998], [0.2168, -0.1671, -0.1330], [-1.4545, 2.7665, -1.5928], [0.9533, -3.2572, -1.1431], [0.0389, 0.3897, -0.4773], [0.1145, 0.5456, -0.0721], [-1.0941, 0.0716, 0.4015], [0.3342, -0.2002, -0.1417], [-0.6263, 2.7544, 1.8747], [-0.2031, -0.4300, -1.4127], [0.1108, 0.0123, 0.8522], [-0.2583, 0.8246, -1.4245], [0.8837, 0.1952, 0.8784], [-1.2894, 0.2802, -0.5204], [0.3314, 0.4982, 1.4468], [0.5139, -0.6450, 0.3732], [-0.6292, 0.7162, -0.0699], [0.0480, -0.1754, -0.2620], [0.2123, -0.0410, 0.7297], [0.7390, 0.8224, 1.1226], [-2.7411, -1.8350, -1.0017], [-0.5011, 1.1852, -2.6261], [2.1682, -2.3529, 2.1195], [-0.7562, 1.6237, 1.3723], [0.7359, -2.7912, 0.3152], [0.1897, 0.5770, 0.1330], [-0.2899, -1.8862, -0.1463], [0.4450, 0.4464, -0.0892], [-0.4186, 0.6873, 0.2937], [0.7093, 0.0098, 0.7553], [0.6926, 0.5372, -0.2278], [-0.6860, -0.2382, -0.3655], [-0.1964, 0.5166, 0.3808], [0.1410, -0.0022, -0.8726], [0.0003, 0.4699, 0.7711], [0.4300, 0.5612, 0.1510], [-0.7932, -0.2614, 0.2243], [-0.3683, 0.3296, -0.7297], [-0.4465, -0.6620, 0.3467], [-0.5289, 0.0038, -0.7935], [0.4187, 0.3918, 0.4225], [-0.1164, 0.0802, -0.8186], [0.5735, 0.0070, -0.6525], [0.5687, -0.2168, 0.5534], [-0.1450, -0.9577, 0.0351], [0.5179, -0.0794, 0.5391], [0.5035, -0.2811, -0.5912], [-0.2396, -0.0447, 0.6858], [0.1066, -0.8214, -0.1000], [-0.2804, -0.8812, 0.2196], [0.2018, 0.4702, -0.5596], [0.1377, 0.6684, -0.0731], [-0.1231, -0.5098, 0.5422], [0.0662, -0.4634, 0.6141], [0.3215, -0.1212, -0.7631], [-0.7750, -0.1913, 0.0390], [-0.1162, 0.2848, -0.7957], [0.5001, -0.5671, -0.2065], [-0.1209, 0.5840, 0.4666], [0.8528, -0.0125, 1.0582], [0.8858, -0.1036, -1.1797], [-0.8216, 0.6271, 0.6591], [0.7026, 0.0471, -0.3913], [-0.9187, -0.3199, -0.0277], [-0.2405, 0.4661, 0.5941], [0.1981, 0.4145, -0.7133], [0.0957, 0.2834, 0.2549], [-0.4089, -0.0828, -0.7048], [0.6212, 0.6548, 0.1351], [0.1799, -0.2356, 0.0246], [-0.4334, 0.1599, -0.3386], [-0.3929, 0.3723, 0.5372], [0.3005, 0.4826, 0.2321], [-0.3670, -0.3695, -0.2309], [-0.1064, 0.1534, 0.0718], [-0.0846, 0.3321, -0.0407], [0.4761, -0.4084, -0.2258], [-0.0353, -0.1396, -0.1918], [0.0469, -0.1048, -0.0765], [-0.0345, -0.0678, 0.0164], [0.0886, -0.2067, -0.0931], [-0.3416, -0.2308, -0.4358], [0.1684, 0.1756, -0.5175], [-0.1692, -0.3387, 0.2637], [-0.0015, 0.2263, 0.1607], [-0.0226, 0.0670, -0.2646], [0.2641, 0.2811, 0.1726], [0.0095, -0.0857, 0.2145], [0.0450, 0.0145, 0.0505], [-0.0255, -0.0048, 0.0548], [0.0553, 0.1099, 0.1925], [-0.5271, 0.1879, 0.1048], [-0.1080, -0.3541, 0.3450], [-0.1506, 0.3395, -0.1062], [0.3761, 0.1069, -0.2917], [-0.1669, -0.0513, 0.1331], [0.2377, -0.3071, 0.0587], [0.0920, 0.1070, -0.1112], [0.0500, -0.0281, 0.0083], [0.0015, 0.0185, -0.0343], [0.1703, -0.0327, -0.0814]], "lowdin_charge": [-0.1547, -0.3669, 1.0175, -0.2927, -0.1955, -0.0904, -0.2052, -0.2328, -0.5480, 0.7196, -0.1726, -0.1051, -0.1615, -0.1822, -0.1522, -0.1735, -0.0472, -0.5064, 0.0186, 0.1062, 0.1931, -0.0475, -0.0243, -0.2310, -0.0079, -0.1073, -0.1012, -0.0574, -0.3406, -0.0514, -0.2035, 0.0130, 0.0865, 0.0754, 0.0525, 0.0708, 0.0670, 0.0148, 0.0558, 0.0546, 0.0752, 0.0832, 0.1178, 0.1136, 0.0732, 0.0715, -0.1514, 0.1262, 0.0800, 0.1036, 0.1190, 0.1206, 0.0994, 0.1134, 0.1130, 0.1372, 0.1128, 0.0977, 0.0972, 0.0754, 0.1279, 0.1311, 0.1408, 0.1162, 0.1095, 0.1254, 0.0969, 0.0843, 0.0988, 0.1210, 0.1261, 0.0581, 0.0796, -0.1118, -0.1066, 0.0728, -0.5504, 0.0785, 0.0790, 0.1170, 0.1382, 0.1191, 0.1406, -0.1155, -0.1185, 0.0759, -0.5499, 0.1469, 0.0607, 0.1361, 0.1374, 0.1353, 0.1370, -0.1305, -0.1303, 0.0642, -0.5566, 0.1741, 0.0623, 0.1139, 0.1358, 0.1294, 0.1354]}